Entry 1:
Molecular formula: C9H7B2FN2O11
Method: DFT, ωB97M-V with the def2-TZVPD basis set

Last column: Löwdin charge in e.
Geometry (Å):
F -4.197985 1.665073 0.414575  0.156
O 2.257126 -2.353702 3.411826  0.227
O 1.566478 -1.633617 -0.891086  0.120
O -3.207855 0.032881 1.492554  0.224
O 2.365860 -2.579399 0.987027  0.247
O 4.353635 -2.679995 2.402093  0.233
O 2.560640 0.807531 0.337569  0.094
O -3.865676 3.085565 -2.500832  0.228
O 5.296288 -3.885017 4.055025  0.166
O -2.602901 2.376220 -4.373110  0.195
O 2.665557 -3.475382 5.320973  0.164
O 3.159246 -0.589421 1.988706  0.256
N -0.398886 2.344729 -1.999335  0.169
N -1.758328 0.894624 -1.175907  0.010
C 4.374599 -3.286356 3.592307  -0.382
C -3.466243 0.570046 0.488614  -0.463
C 0.310985 1.618708 -1.070197  0.014
C -1.659389 1.888240 -2.061248  -0.068
C -0.536196 0.712203 -0.540755  0.037
C 2.642426 -0.293689 0.829173  -0.388
C 2.124799 -1.578934 0.174738  -0.407
C 3.007058 -3.073736 4.251125  -0.383
C -2.954631 0.127984 -0.867236  0.011
B -2.786935 2.482792 -3.020358  -0.592
B 3.041775 -2.062945 2.210120  -0.860
H 1.350828 1.760960 -0.838915  0.112
H -0.347792 -0.015917 0.218345  0.145
H -4.530995 3.187911 -3.195941  0.137
H -0.061714 3.106306 -2.561709  0.183
H -2.716231 -0.924889 -0.820804  0.153
H -3.710347 0.265479 -1.632029  0.140
H -2.275197 1.505748 -4.625308  0.122

Atoms 1-3, force components in eV/Å:
-0.4 0.7 -0.1
0.2 0.0 -0.2
-0.1 0.1 0.0

Summary:
Charge   0

---

Entry 2:
Molecular formula: C2H3N2O
Method: DFT, ωB97M-V with the def2-TZVPD basis set

Last column: Löwdin charge in e.
Geometry (Å):
O -0.982264 1.593586 0.264541  0.216
N -2.313469 -1.170348 -0.104087  0.459
N -1.381805 -0.592138 -0.131220  0.205
C 0.963910 -0.009028 -0.043028  0.052
C -0.399225 0.475222 0.151734  -0.270
H 1.563561 0.558365 -0.650807  0.099
H 1.452325 0.238411 0.817389  0.092
H 1.096965 -1.094068 -0.304525  0.147

Atoms 1-3, force components in eV/Å:
3.3 -6.4 -0.1
0.8 0.2 -0.3
-3.0 -1.8 0.4

Summary:
Charge   +1
SMILES   CC(=O)[N+]#N

---

Entry 3:
Molecular formula: C5H14O
Method: DFT, ωB97M-V with the def2-TZVPD basis set

Last column: Löwdin charge in e.
Geometry (Å):
O 2.428415 -3.468660 -0.740023  -0.091
C -1.347222 0.585085 0.214988  -0.218
C -1.138490 0.433403 -1.374529  -0.235
C -0.110459 1.112054 0.943378  -0.321
C -0.268108 1.338429 2.446001  -0.135
C 0.135346 -0.374437 -1.776710  -0.124
H 2.928656 -2.815306 -0.200445  0.046
H 0.583696 1.831623 2.943787  0.072
H -2.200434 1.186982 0.582679  0.108
H 1.139294 0.026906 -1.558467  0.067
H -1.423981 -0.420957 0.670421  0.108
H -1.172679 1.947728 2.610655  0.072
H 0.063919 -1.391491 -1.355853  0.069
H -1.084043 1.380564 -1.944933  0.097
H -0.421305 0.349036 2.908870  0.070
H -2.116595 -0.036111 -1.594361  0.096
H 3.118027 -3.942735 -1.257661  0.047
H 0.065139 2.158867 0.629057  0.106
H 0.809099 0.536047 0.724117  0.101
H 0.011723 -0.437026 -2.870969  0.066

Atoms 1-3, force components in eV/Å:
1.2 0.2 0.0
1.7 -0.3 0.1
-0.2 0.5 2.1

Summary:
Charge   0
SMILES   CCCCC.O

---

Entry 4:
Molecular formula: C19H27N3O4S
Method: DFT, ωB97M-V with the def2-TZVPD basis set

Last column: Löwdin charge in e.
Geometry (Å):
S 4.613957 1.140952 0.068134  0.679
O 5.172602 1.075676 1.393314  -0.289
O -8.018088 -0.253170 -1.285597  0.050
O 5.015408 2.228825 -0.774001  -0.277
O -2.087357 0.954165 -1.570796  0.097
N -1.313232 1.185449 0.562177  0.136
N -6.389632 0.058240 0.228024  -0.069
N 4.828710 -0.274636 -0.803532  -0.244
C 2.066115 1.105498 -0.935191  -0.037
C -6.139073 1.406594 -0.239613  -0.133
C 2.831124 1.140319 0.214976  -0.285
C 2.235851 1.190685 1.460877  -0.053
C -7.324382 -0.703295 -0.395591  -0.499
C 7.123662 -1.923811 -0.181456  -0.199
C -4.027775 -0.328317 0.703432  -0.116
C 7.268329 -0.605564 -0.938655  -0.175
C 5.974195 -0.299683 -1.690449  -0.203
C 0.857950 1.204150 1.555870  -0.011
C 4.667944 -1.476537 -0.013343  -0.199
C 0.686545 1.115323 -0.850179  0.015
C -7.478724 -2.131010 0.088178  0.002
C -4.730677 1.521108 -0.818057  -0.119
C -2.293089 1.080371 -0.388154  -0.431
C -5.461360 -0.369635 1.243259  -0.150
C -3.693012 1.089682 0.219336  -0.245
C 5.931534 -1.837006 0.768787  -0.182
C 0.072674 1.165523 0.401739  -0.206
H -7.756887 -2.157494 1.139375  0.083
H -5.544243 0.314605 2.098865  0.132
H -1.617449 1.272663 1.522507  0.142
H -4.542835 2.548982 -1.129542  0.127
H -3.939163 -1.017792 -0.138329  0.134
H 5.785563 -1.060687 -2.455691  0.130
H -8.269691 -2.593624 -0.495662  0.084
H 3.829857 -1.302317 0.665447  0.116
H 8.100344 -0.654024 -1.642900  0.113
H -6.258930 2.101144 0.600919  0.130
H 2.564211 1.075203 -1.890387  0.121
H 2.864492 1.221022 2.336756  0.114
H 8.034424 -2.137801 0.380564  0.110
H -3.720851 1.778514 1.071794  0.148
H 6.020341 0.681856 -2.162834  0.110
H 6.966746 -2.737995 -0.894745  0.112
H -3.333534 -0.648313 1.483418  0.118
H -4.638277 0.882135 -1.696999  0.129
H 0.078895 1.087217 -1.738814  0.103
H -6.887438 1.633843 -0.999842  0.122
H 6.111375 -1.056898 1.509401  0.099
H 7.456946 0.203949 -0.230613  0.116
H 4.399896 -2.288702 -0.698712  0.131
H -6.559228 -2.693140 -0.058372  0.082
H -5.700147 -1.373599 1.587562  0.110
H 0.384291 1.247215 2.526673  0.113
H 5.781073 -2.785863 1.286684  0.113

Atoms 1-3, force components in eV/Å:
-0.6 -0.2 -0.2
-0.2 -0.2 0.0
-0.2 0.0 -0.3

Summary:
Charge   0
SMILES   CC(=O)N1CCC(C(=O)Nc2ccc(S(=O)(=O)N3CCCCC3)cc2)CC1

---

Entry 5:
Molecular formula: C2H7N3
Method: DFT, ωB97M-V with the def2-TZVPD basis set

Last column: Löwdin charge in e.
Geometry (Å):
N -0.159018 0.864837 1.031510  0.006
N -0.711748 0.588767 -2.006531  0.044
N 1.194566 -1.078207 0.559812  0.051
C -0.651828 -0.475791 -1.531737  -0.126
C 0.009120 -0.409178 0.870584  -0.414
H 1.970854 -0.506409 0.251855  0.092
H -1.124584 1.918308 -0.033054  0.003
H 1.449151 -1.879144 1.116554  0.084
H 0.669997 1.391807 0.765725  0.047
H -1.324969 2.190397 -0.811356  0.031
H -0.604616 -1.542890 -1.556912  0.069
H -0.716926 -1.062498 1.343551  0.114

Atoms 1-3, force components in eV/Å:
0.3 -2.1 0.1
0.3 -2.3 0.6
-0.2 0.3 -0.7

Summary:
Charge   0

---

Entry 6:
Molecular formula: C20H14N7O4RhS3Se
Method: DFT, ωB97M-V with the def2-TZVPD basis set

Last column: Löwdin charge in e.
Geometry (Å):
Rh -0.644324 -0.165667 -0.824552  0.988
Se 4.670510 4.289473 2.214526  1.134
S 2.265191 -3.765598 1.404888  0.829
S -1.422210 1.084558 -3.051184  0.351
S 0.756808 -2.125538 -0.664987  0.673
O -1.475945 1.553066 -1.558726  -0.451
O -2.715383 1.203419 -3.656301  -0.288
O -0.338132 1.748447 -3.734344  -0.306
O -1.048818 -0.397021 -2.794668  -0.458
N -2.798655 -0.821578 -0.391775  0.065
N -0.122389 -2.883794 1.769738  -0.079
N 4.484076 3.508894 0.627340  -0.222
N 1.120417 0.635346 -1.269399  -0.069
N 3.166636 3.591775 2.862003  -0.223
N -1.179916 -2.141450 1.309845  -0.088
N -0.185663 0.647113 1.029701  0.016
C -3.229012 -1.927571 0.258970  -0.240
C 1.667638 1.366394 -0.282247  -0.114
C 0.644272 2.104317 3.238637  0.026
C -3.743374 -0.061347 -0.956411  -0.093
C 0.939408 1.387618 0.977536  -0.112
C 2.870245 2.038653 -0.454082  -0.068
C 3.522437 1.918975 -1.686358  0.033
C 3.408793 -3.533041 0.031842  -0.459
C 2.642720 2.866543 1.912040  -0.330
C 1.759853 0.479252 -2.420017  -0.097
C 1.397031 2.122199 2.064913  -0.073
C 3.375760 2.820739 0.665802  -0.330
C -0.902356 0.645952 2.142843  -0.076
C -2.218330 -2.760305 0.937465  -0.100
C 2.969785 1.127946 -2.661254  0.006
C -5.520790 -1.520348 -0.311875  -0.045
C -4.558919 -2.309862 0.297126  -0.020
C -0.517424 1.366735 3.270039  -0.010
C -5.096281 -0.366089 -0.938243  -0.027
C 0.830907 -2.862603 0.912757  -1.074
H -2.367366 -3.834096 1.040700  0.133
H -4.820294 -3.221270 0.817740  0.116
H 4.451946 2.449086 -1.845220  0.124
H 0.984033 2.669259 4.096205  0.124
H 4.304183 -4.082833 0.319301  0.029
H 3.449077 0.996847 -3.620060  0.122
H -1.134309 1.330261 4.156015  0.116
H -5.781904 0.300084 -1.441310  0.116
H -6.565401 -1.800565 -0.292516  0.113
H -3.418334 0.830451 -1.464295  0.076
H -1.795037 0.040685 2.131063  0.106
H 3.653362 -2.483643 -0.109099  0.018
H 3.011171 -3.948593 -0.890174  0.022
H 1.254304 -0.111276 -3.169939  0.117

Atoms 1-3, force components in eV/Å:
-0.3 0.0 0.1
0.0 0.0 0.0
0.1 0.0 0.0

Summary:
Charge   0

---

Which orbital gap belongs to each record? In order, 7.7; 10.4; 11.5; 9.3; 10.1; 6.7 eV.
Which HOMO level belongs to each record? In order, -9.08; -18.21; -10.68; -8.96; -9.23; -8.02 eV.